Molecular formula: C2H9NS2
Method: DFT, ωB97M-V with the def2-TZVPD basis set

Properties
* electronic energy: -932.70152 Ha
* ΔE to the lowest compared entry with this formula, charge and spin: 14.13 kcal per mole
* F_max: 1.413 eV/A
* gap between HOMO and LUMO: 9.5 eV
* SMILES: CSS.CN
* HOMO energy: -9.2 eV

```
! RIJCOSX wB97M-V def2-TZVPD def2/J DEFGRID3
* xyz 0 1
C -0.694 2.578 0.015
S -0.332 0.903 -0.647
S -1.610 -0.146 0.654
H -1.800 2.652 0.197
H -0.468 3.291 -0.815
H -0.101 2.851 0.914
H -0.734 -0.343 1.657
C 1.911 -2.285 0.517
N 2.456 -1.746 -0.770
H 0.816 -2.228 0.655
H 2.402 -1.729 1.335
H 2.258 -3.341 0.534
H 1.892 -2.063 -1.557
H 2.307 -0.739 -0.837
*
```